The following is a DFT calculation (the ωB97M-V functional and the def2-TZVPD basis) of a cluster of 17 separate species, H34O17 in total at a distorted geometry.

The geometry in XYZ format:
```
51
Properties=species:S:1:pos:R:3:mulliken_charge:R:1
O -0.8248 -2.3334 5.3914 -0.62
H -0.1424 -3.0127 5.2819 0.33
H -0.2303 -1.5742 5.3164 0.30
O -4.5526 -3.0858 0.7960 -0.62
H -3.9757 -2.3553 0.6053 0.28
H -4.2814 -3.1415 1.7275 0.33
O -1.9247 4.6941 1.1204 -0.62
H -1.7432 3.8194 1.4603 0.31
H -1.2897 5.3124 1.4883 0.32
O -4.8268 1.0844 -0.7971 -0.63
H -4.4254 0.9039 -1.6581 0.34
H -4.0298 1.2528 -0.3027 0.28
O 5.0889 0.9522 -1.3434 -0.62
H 4.8030 0.2639 -0.7421 0.31
H 4.3185 1.4731 -1.5505 0.30
O 2.6147 -0.5001 1.2720 -0.45
H 2.6262 -0.3697 2.2369 0.26
H 2.7492 -1.4459 1.1789 0.25
O 0.0515 -0.0723 0.3684 -0.57
H 0.6445 -0.5132 1.0150 0.36
H 0.6662 0.0966 -0.3298 0.22
O 1.3196 0.1298 3.6429 -0.60
H 0.5424 -0.2862 3.9727 0.19
H 0.9511 1.0410 3.6344 0.44
O 0.1713 2.4498 2.7808 -0.68
H -0.0784 2.4199 1.8514 0.28
H 1.0066 2.9315 2.7747 0.33
O 2.4318 5.3485 -1.0379 -0.63
H 2.1237 4.5877 -0.5503 0.33
H 2.6851 5.1181 -1.9325 0.30
O 2.5482 -3.4216 0.2449 -0.57
H 3.3579 -3.8868 0.1087 0.27
H 1.7989 -4.0133 0.3198 0.28
O -2.9081 -2.5418 -4.7138 -0.63
H -2.2858 -3.2661 -4.6335 0.32
H -2.3708 -1.7965 -4.4270 0.32
O -1.8738 -3.6920 -0.5387 -0.60
H -2.3889 -4.3157 -0.0717 0.31
H -1.0036 -3.3489 -0.3630 0.30
O -2.4906 -0.8321 -2.1516 -0.51
H -1.8387 -0.6726 -1.4788 0.24
H -2.8845 -1.6983 -2.1521 0.28
O 2.9643 -0.8660 -2.2236 -0.57
H 2.1399 -0.6540 -2.6502 0.28
H 3.7157 -0.9382 -2.8141 0.31
O 2.4975 2.4645 0.8394 -0.56
H 2.1233 1.7282 0.3835 0.24
H 3.4411 2.4934 0.8413 0.28
O -2.6741 1.1602 -4.1101 -0.57
H -2.0905 1.1482 -3.3499 0.28
H -2.2465 1.7605 -4.7308 0.29
```

Output
**Charge**: 0
**Orbital gap**: 10.3 eV
**2S+1**: 1
**ΔE to the lowest compared entry with this formula, charge and spin**: 326.2 kJ/mol